{"formula": "C10H14NO7V", "method": "ωB97M-V/def2-TZVPD", "total_charge": -2, "homo_lumo_gap_ev": 2.8942, "homo_energy_ha": 0.0326, "relative_energy_ev": 0.000, "fmax_ev_per_a": 4.63, "symbols": ["O", "V", "O", "O", "C", "C", "O", "H", "H", "H", "H", "C", "C", "O", "H", "H", "H", "H", "H", "C", "C", "C", "C", "C", "C", "N", "O", "O", "H", "H", "H", "H", "H"], "coordinates": [[1.492, 1.509, -0.610], [1.826, -0.033, -0.982], [2.340, -0.094, -2.489], [1.032, -1.710, 0.306], [0.102, -1.389, 1.322], [0.105, -2.158, 2.725], [1.309, -2.580, 3.225], [-0.909, -1.561, 0.904], [0.126, -0.301, 1.480], [-0.661, -2.960, 2.715], [-0.343, -1.432, 3.439], [4.875, 1.460, 0.995], [5.111, 0.161, 0.195], [3.920, -0.466, -0.139], [3.996, 1.924, 0.541], [5.705, 2.170, 0.974], [4.527, 1.117, 1.971], [5.743, -0.525, 0.775], [5.588, 0.339, -0.783], [-4.715, 1.399, -0.424], [-4.924, 0.103, -0.896], [-3.876, -0.577, -1.502], [-2.643, 0.063, -1.621], [-2.398, 1.283, -1.041], [-3.457, 1.967, -0.460], [-1.547, -0.630, -2.284], [-1.685, -1.808, -2.566], [-0.453, -0.090, -2.272], [-5.444, 1.908, 0.194], [-5.914, -0.288, -0.705], [-4.067, -1.508, -2.014], [-1.443, 1.791, -1.016], [-3.318, 2.915, 0.041]], "forces_ev_per_angstrom": [[-0.22, -1.29, -0.39], [3.04, -1.37, 3.22], [-0.73, -0.16, 0.24], [0.54, 2.09, -1.74], [-0.27, 0.16, -0.47], [2.14, -0.12, 0.51], [-0.94, 0.19, -0.47], [-0.39, -0.09, 0.05], [0.20, 0.11, 0.50], [-0.25, -0.45, -0.57], [-0.52, 0.64, -0.09], [-0.69, -0.80, -0.62], [-1.28, 0.31, -1.19], [-2.12, -0.03, -0.03], [0.11, 0.19, -0.10], [0.15, -0.10, 0.40], [0.38, 0.45, 0.32], [0.10, -0.10, 0.08], [0.79, 0.52, 0.18], [0.36, -0.30, 0.88], [0.09, 0.76, 0.31], [-0.59, 0.45, -0.72], [-0.62, -0.19, 0.05], [0.01, 1.26, 0.12], [-0.20, -0.27, 0.03], [1.74, -1.42, 1.69], [-0.75, 0.34, -0.69], [-0.71, 0.55, -0.62], [-0.40, -0.06, -0.37], [0.11, -0.53, -0.39], [0.32, -0.23, 0.28], [0.34, -0.57, -0.27], [0.27, 0.05, -0.15]], "mulliken_charge": [-0.731, 1.521, -0.634, -0.649, 0.188, -0.495, -0.937, 0.030, 0.151, 0.144, 0.163, -0.881, -0.256, -0.672, 0.103, 0.354, 0.233, 0.193, 0.259, -0.367, -0.451, -0.447, -0.022, -0.018, -0.498, 1.016, -0.604, -0.575, 0.309, 0.340, 0.403, 0.464, 0.369]}

{"formula": "C10H14O", "method": "ωB97M-V/def2-TZVPD", "homo_lumo_gap_ev": 8.1789, "homo_energy_ha": -0.2712, "relative_energy_ev": 6.401, "fmax_ev_per_a": 5.90, "symbols": ["C", "C", "C", "C", "C", "C", "C", "C", "C", "C", "O", "H", "H", "H", "H", "H", "H", "H", "H", "H", "H", "H", "H", "H", "H"], "coordinates": [[-1.042, 1.293, 0.712], [-0.367, 0.483, 1.541], [-1.487, -0.172, -1.161], [0.857, -0.301, -1.975], [-1.015, 1.251, -0.761], [0.211, -0.801, 1.171], [-0.052, -0.602, -0.860], [0.467, 0.843, -1.115], [-0.698, -2.010, 1.559], [1.733, 1.450, -0.537], [1.521, -0.940, 1.304], [-1.716, 1.995, 1.305], [-0.498, 0.650, 2.649], [-2.157, -0.511, -0.399], [-1.774, -0.120, -2.256], [1.850, -0.410, -1.973], [0.429, -0.350, -3.018], [-1.287, 2.292, -1.241], [-1.475, -1.986, 0.863], [-1.101, -1.886, 2.593], [-0.242, -2.990, 1.429], [2.345, 0.554, -0.280], [1.636, 2.154, 0.401], [2.169, 2.008, -1.361], [1.691, -1.893, 1.409]], "forces_ev_per_angstrom": [[-0.73, 1.07, 2.67], [-1.30, 0.73, 1.27], [0.71, 1.46, -1.10], [-5.10, 0.61, -2.90], [1.78, 2.32, -2.14], [-1.93, -1.44, -4.63], [0.79, -0.87, 3.40], [-0.65, 0.68, 1.49], [1.25, 1.13, 1.20], [-0.41, 0.45, 1.76], [1.92, -1.05, 1.38], [1.00, -0.43, -1.36], [0.19, -0.22, -1.12], [-1.08, -0.55, -0.43], [-0.06, -0.91, 1.36], [3.53, -0.86, 0.29], [0.43, -0.38, 1.02], [-0.46, -2.05, 0.84], [-1.53, 0.01, -0.77], [0.33, -0.21, -0.67], [0.44, 0.09, 0.16], [0.11, 1.17, 0.08], [0.04, -1.49, -1.79], [0.48, 0.19, 0.14], [0.26, 0.54, -0.15]], "mulliken_charge": [-0.522, -0.791, -0.973, -1.074, 0.511, 0.908, 0.238, 0.334, -1.271, -1.567, -0.442, 0.279, 0.367, 0.287, 0.351, 0.408, 0.173, 0.279, 0.318, 0.315, 0.466, 0.312, 0.249, 0.461, 0.385]}

{"formula": "C10H14O3", "method": "ωB97M-V/def2-TZVPD", "homo_lumo_gap_ev": 10.4666, "homo_energy_ha": -0.3473, "relative_energy_ev": 4.109, "fmax_ev_per_a": 5.61, "smiles": "C1C[C@@H](O[C@@H]2CC[C@H]3O[C@H]32)[C@@H]2O[C@H]12", "symbols": ["C", "C", "C", "O", "C", "C", "C", "C", "O", "C", "C", "O", "C", "H", "H", "H", "H", "H", "H", "H", "H", "H", "H", "H", "H", "H", "H"], "coordinates": [[-0.715, -2.066, 2.651], [0.196, -1.832, 1.421], [-0.315, -0.461, 0.903], [0.143, -0.440, -0.434], [1.131, 0.509, -0.734], [0.641, 1.980, -0.733], [0.221, 2.283, -2.201], [1.077, 1.384, -3.090], [2.429, 1.209, -2.727], [1.559, 0.281, -2.193], [-1.806, -0.592, 1.103], [-2.301, -0.147, 2.341], [-2.050, -1.539, 2.385], [-0.421, -1.523, 3.545], [-0.751, -3.146, 2.977], [0.014, -2.758, 0.805], [1.309, -1.824, 1.642], [-0.032, 0.287, 1.735], [1.897, 0.489, -0.040], [-0.169, 2.150, 0.026], [1.471, 2.627, -0.488], [-0.776, 2.112, -2.466], [0.376, 3.320, -2.393], [0.832, 1.119, -4.116], [1.557, -0.728, -2.376], [-2.531, -0.558, 0.180], [-2.988, -2.138, 2.276]], "forces_ev_per_angstrom": [[1.24, -1.35, 2.16], [0.44, -0.86, 1.53], [0.54, -1.97, 1.25], [-0.68, 1.06, -0.11], [-1.34, 1.96, -1.73], [-1.16, -0.40, -0.38], [1.92, 0.27, 0.16], [-0.91, -1.57, 1.45], [1.36, 0.77, -0.13], [-1.65, 1.61, 1.67], [-2.69, -1.33, -0.78], [0.71, 0.76, 0.72], [-2.21, 0.46, -5.13], [0.83, 0.11, 0.28], [-0.04, 1.08, -0.47], [0.04, 1.50, -0.28], [-1.25, 0.05, -0.07], [0.41, -0.30, -1.93], [1.99, -0.67, 1.40], [0.64, -0.11, -0.74], [0.19, 0.12, 0.16], [-1.73, -0.61, -0.02], [0.24, 0.96, -0.28], [0.01, 0.40, 0.07], [0.64, -2.33, -1.39], [1.44, 0.01, 1.96], [1.01, 0.36, 0.63]], "mulliken_charge": [-0.616, -0.662, 0.080, -0.418, 0.137, -0.781, -0.829, -0.168, -0.492, -0.426, -0.323, -0.423, -0.011, 0.253, 0.325, 0.281, 0.274, 0.230, 0.436, 0.305, 0.379, 0.355, 0.403, 0.412, 0.572, 0.345, 0.364]}

Asked for LUMO across the records above, the calculation gives 0.1389, 0.0293, 0.0373 hartree in order.